Record 1
# C4H2LiO2Rb

A molecular structure, C4H2LiO2Rb (ωB97M-V/def2-TZVPD, OMol25).

Charge: 0
Kohn-Sham gap in eV: 2.5
HOMO level in Eh: -0.190
Energy above the lowest of the compared OMol25 structures with the same formula, charge and spin in kcal per mole: 78.78
LUMO level in eV: -2.7

Cartesian coordinates (Å):
C 0.79 0.87 -1.61
C -0.31 0.29 -1.63
O 2.00 1.02 -1.25
Li 4.04 2.40 -2.41
H -1.33 0.19 -1.95
C -1.01 -1.26 1.27
C -2.01 -1.30 2.07
O -2.82 -1.35 2.96
Rb 1.04 1.24 1.62
H -0.40 -2.09 0.92

Record 2
# C27H58CaO3P2SSi

A molecular structure, C27H58CaO3P2SSi (ωB97M-V/def2-TZVPD, OMol25).

Charge: 0
Kohn-Sham gap in eV: 3.3
HOMO level in Eh: -0.149
Energy above the lowest of the compared OMol25 structures with the same formula, charge and spin in kcal per mole: 23.23
LUMO level in eV: -0.7

Cartesian coordinates (Å):
P -3.65 2.86 -2.49
P 0.09 2.62 -4.05
C -2.55 3.71 -3.65
C -1.66 2.82 -4.54
H -1.95 4.46 -3.10
H -3.23 4.28 -4.31
H -2.09 1.82 -4.72
H -1.59 3.31 -5.52
C 0.82 4.13 -4.74
H 1.92 4.10 -4.66
H 0.44 5.02 -4.21
H 0.53 4.20 -5.80
C 0.79 1.25 -4.96
H 1.17 1.64 -5.92
H 0.02 0.49 -5.16
H 1.63 0.80 -4.40
C -4.67 4.12 -1.72
H -5.19 3.70 -0.85
H -5.42 4.48 -2.45
H -4.06 4.97 -1.39
C -4.72 1.74 -3.39
H -4.18 1.23 -4.20
H -5.54 2.32 -3.83
H -5.14 0.98 -2.71
Ca -0.30 -1.79 -0.46
C 0.49 2.81 -2.26
C 0.24 4.14 -1.73
C -0.72 4.55 -0.72
C -1.25 3.53 0.38
C -2.47 2.86 0.02
C -2.73 2.07 -1.17
C -1.56 1.17 -1.74
C -0.11 1.54 -1.51
C -1.24 -0.33 1.15
H 1.59 2.64 -2.30
H 0.92 4.92 -2.11
H -1.61 5.01 -1.21
H -0.25 5.39 -0.16
H -0.44 2.85 0.71
H -1.46 4.16 1.27
H -3.29 2.94 0.74
H -3.54 1.37 -0.86
H -1.75 0.98 -2.81
H -1.73 0.18 -1.27
H 0.12 1.59 -0.44
H 0.50 0.67 -1.85
H -1.86 -1.01 1.76
H -1.85 0.53 0.84
H -0.45 0.08 1.81
C 5.04 -3.11 0.38
C 3.91 -3.96 0.94
C 3.04 -4.51 -0.18
C 4.51 -5.10 1.75
O 3.13 -3.16 1.88
Si 2.01 -2.00 1.53
S 2.19 -0.99 -0.23
O 0.49 -2.77 1.36
C -0.16 -3.61 2.44
C -1.54 -4.00 1.92
C 0.74 -4.80 2.71
C -0.24 -2.79 3.71
O 1.96 -1.10 2.92
C 2.96 -0.19 3.47
C 3.00 1.08 2.64
C 2.53 0.13 4.90
C 4.35 -0.81 3.46
H 5.65 -3.73 -0.29
H 5.68 -2.76 1.20
H 4.66 -2.25 -0.18
H 3.65 -5.19 -0.79
H 2.19 -5.08 0.22
H 2.67 -3.71 -0.83
H 5.17 -4.71 2.54
H 3.73 -5.72 2.22
H 5.10 -5.74 1.08
H -1.49 -4.61 1.01
H -2.03 -4.61 2.69
H -2.19 -3.14 1.73
H 1.72 -4.46 3.06
H 0.29 -5.42 3.50
H 0.87 -5.42 1.81
H 0.76 -2.60 4.12
H -0.75 -1.83 3.55
H -0.81 -3.37 4.47
H 2.04 1.60 2.69
H 3.78 1.74 3.06
H 3.24 0.86 1.59
H 2.48 -0.78 5.52
H 3.26 0.81 5.36
H 1.55 0.62 4.91
H 4.38 -1.78 3.96
H 4.74 -0.91 2.43
H 5.03 -0.13 3.99

Record 3
# C37H35I2N5O5PYb

A molecular structure, C37H35I2N5O5PYb (ωB97M-V/def2-TZVPD, OMol25).

<S²>: 0.754
Charge: 0
Kohn-Sham gap (spin up / spin down) in eV: 5.1 / 5.2
HOMO level (spin up / spin down) in Eh: -0.238 / -0.236
Energy above the lowest of the compared OMol25 structures with the same formula, charge and spin in kcal per mole: 34.81
Multiplicity: 2
LUMO level (spin up / spin down) in eV: -1.4 / -1.2

Cartesian coordinates (Å):
Yb -0.07 0.05 -1.62
N 0.31 1.76 0.34
C -0.78 1.55 1.34
C -1.75 0.42 1.10
O -2.82 0.45 1.77
N -1.34 -0.58 0.30
C -2.13 -1.75 0.18
C -2.00 -2.23 -1.32
O -2.88 -2.79 -1.99
O -0.82 -1.90 -1.89
H 1.25 1.64 0.76
H 0.29 2.73 0.01
H -1.41 2.45 1.39
H -0.28 1.40 2.31
H -3.17 -1.59 0.46
H -1.73 -2.56 0.84
I -0.30 -0.65 -5.14
C -0.35 -2.86 -5.02
I 1.05 -4.29 -5.88
H -1.27 -3.10 -5.53
H -0.48 -3.06 -3.97
O 2.22 0.02 -0.99
C 2.84 -0.96 -1.27
C 3.71 -1.87 -0.66
C 4.48 -2.79 -1.46
C 5.66 -3.38 -0.92
C 6.06 -3.18 0.43
C 5.24 -2.41 1.22
C 4.15 -1.65 0.72
P 3.39 -0.44 1.82
C 4.72 0.74 2.10
C 5.67 0.59 3.13
C 6.59 1.62 3.35
C 6.69 2.68 2.45
C 5.77 2.77 1.37
C 4.75 1.87 1.26
C 3.10 -1.24 3.46
C 3.17 -2.61 3.62
C 3.17 -3.10 4.92
C 3.27 -2.25 6.00
C 3.20 -0.85 5.85
C 3.11 -0.34 4.57
H 4.20 -2.94 -2.52
H 6.20 -4.04 -1.59
H 7.05 -3.52 0.81
H 5.42 -2.34 2.33
H 5.61 -0.34 3.70
H 7.32 1.49 4.13
H 7.45 3.47 2.54
H 5.94 3.51 0.59
H 3.89 2.03 0.54
H 3.11 -3.22 2.66
H 3.13 -4.19 5.08
H 3.38 -2.70 6.98
H 3.20 -0.23 6.75
H 3.16 0.77 4.43
C -6.85 -2.29 -3.13
C -6.49 -1.10 -2.29
C -5.61 -1.25 -1.23
C -5.45 -0.22 -0.29
C -5.90 1.06 -0.59
N -5.35 2.07 0.22
C -4.81 3.28 -0.10
O -4.46 4.07 0.77
N -4.74 3.60 -1.49
C -3.44 3.50 -2.10
C -2.80 4.55 -2.73
C -1.48 4.39 -3.16
C -0.89 3.15 -3.07
N -1.51 2.08 -2.47
C -2.75 2.25 -2.00
C -6.70 1.28 -1.72
C -6.92 0.23 -2.58
H -7.65 -2.83 -2.59
H -6.03 -3.05 -3.22
H -7.25 -2.00 -4.12
H -5.10 -2.19 -1.03
H -4.88 -0.33 0.63
H -5.04 1.73 1.14
H -5.15 4.53 -1.59
H -3.30 5.50 -2.92
H -0.90 5.25 -3.58
H 0.07 2.87 -3.54
H -3.17 1.32 -1.64
H -7.25 2.20 -1.90
H -7.54 0.34 -3.52

Record 4
# C4H15NO3

4 unconnected molecules or ions with the total composition C4H15NO3 (ωB97M-V/def2-TZVPD, OMol25).

Charge: 0
Kohn-Sham gap in eV: 7.9
SMILES: CC(C)=CN.O.O.O
HOMO level in Eh: -0.273
Energy above the lowest of the compared OMol25 structures with the same formula, charge and spin in kcal per mole: 19.05
LUMO level in eV: 0.5

Cartesian coordinates (Å):
C 0.07 -1.22 -0.32
C 1.43 -0.61 -0.58
C 1.99 -0.80 -1.98
C 2.04 0.10 0.37
N 1.50 0.44 1.59
H -0.26 -1.94 -1.07
H 0.13 -1.70 0.66
H -0.73 -0.47 -0.27
H 1.22 -1.08 -2.69
H 2.63 0.03 -2.24
H 2.64 -1.69 -1.96
H 3.06 0.45 0.24
H 1.97 1.15 2.11
H 0.57 0.23 1.94
O -4.13 1.46 0.07
H -3.27 1.69 -0.26
H -4.22 0.54 -0.19
O -0.79 2.04 -1.10
H -0.10 1.40 -0.91
H -1.18 1.86 -1.96
O -1.27 -0.47 2.62
H -2.17 -0.16 2.75
H -1.15 -1.26 3.16